(1)
Computed, not measured: a 2-piece molecular cluster, C8H10BrO4 overall in a non-equilibrium geometry, with the ωB97M-V functional and the def2-TZVPD basis.

Summary:
F_max = 3.5 eV/Å
gap between HOMO and LUMO = 6.379 eV
highest occupied orbital energy = -3.24 eV
LUMO level = 3.140 eV
2S+1 = 1
net charge = -1
energy relative to the best compared isomer or geometry (same formula, charge and spin) = 0.000 eV

Geometry as XYZ:
```
23
Properties=species:S:1:pos:R:3:forces:R:3
C -1.6755 -1.8764 1.4034 -0.98 0.26 1.03
C -1.7759 2.7640 -2.0242 0.64 -0.44 -0.99
C -0.7231 -1.1123 0.8895 0.44 -0.33 -0.82
C -1.8438 -0.2709 0.5225 1.31 -1.10 1.85
C 3.1518 -0.2724 1.3465 -0.48 0.42 2.01
C -2.9464 1.5816 1.3588 0.64 -3.34 0.92
C 0.7705 -1.1721 0.6256 -1.07 1.05 -0.30
C 1.5894 -0.2336 1.4775 0.97 1.08 1.44
O -1.3141 2.2567 -2.9539 0.16 -0.10 -0.34
O -2.2761 -2.7069 2.0634 0.61 0.89 -1.06
O -2.1977 3.3577 -1.1395 -0.73 0.66 1.23
O -1.6417 1.0649 0.9328 -2.69 0.03 -1.25
Br -2.4871 -0.4509 -1.5388 0.15 0.37 0.27
H 3.6216 0.0981 2.3016 -0.73 0.00 -0.54
H 3.6515 0.3581 0.6215 -0.21 -0.46 -0.81
H 3.4356 -1.3110 1.4140 0.49 -0.45 -0.91
H -3.2150 0.9306 2.2224 0.05 0.68 -0.22
H -3.8098 1.5096 0.7189 0.22 -0.34 -1.19
H -2.8583 2.5587 1.6321 0.59 2.76 0.88
H 1.1147 -2.1642 0.8675 0.24 -0.58 -0.59
H 0.8282 -0.8618 -0.4157 0.53 -0.58 -0.44
H 1.2517 0.8365 1.4844 -0.03 -1.03 -0.18
H 1.4342 -0.6404 2.4897 -0.14 0.57 0.03
```
Positions in Å, forces in eV/Å.

(2)
Computed, not measured: C8H10CoF6N3O13 as an isolated structure in a non-equilibrium geometry, with the ωB97M-V functional and the def2-TZVPD basis.

Summary:
F_max = 1.9 eV/Å
gap between HOMO and LUMO (alpha / beta) = 8.237 / 8.218 eV
highest occupied orbital energy (alpha / beta) = -5.75 / -5.73 eV
LUMO level (alpha / beta) = 2.487 / 2.487 eV
2S+1 = 4
net charge = -1

Geometry as XYZ:
```
41
Properties=species:S:1:pos:R:3:forces:R:3
Co 0.6992 -0.1080 -1.2140 -0.63 0.17 -0.43
N 2.1318 -2.3003 -0.8579 0.06 0.48 0.18
O 1.4083 -2.1735 -1.8706 -0.07 -0.13 -0.51
O 2.7616 -3.3043 -0.5978 -0.07 -0.07 -0.08
O 2.1370 -1.2891 -0.0848 -0.01 0.22 0.09
N -1.5968 0.5989 -2.3361 1.43 1.12 -0.63
O -1.0569 -0.5476 -2.4549 -0.08 -0.65 0.05
O -1.1276 1.2939 -1.3923 -0.31 0.02 0.28
O -2.3515 1.0543 -3.1667 -0.49 -0.57 0.55
N 1.7431 2.1028 -3.3803 0.02 0.38 -0.35
O 0.7409 2.5220 -3.9482 -0.13 -0.13 0.08
O 2.8719 2.5345 -3.6293 -0.08 -0.10 0.13
O 1.6356 1.1935 -2.4967 0.38 -0.71 0.56
C -0.9303 3.4730 2.1645 -0.43 0.67 0.51
C -0.2378 2.2360 2.6546 -0.03 -1.00 -0.85
O 1.1930 2.3288 2.4198 0.24 0.38 0.62
C 1.6449 1.8915 1.2754 -0.18 0.45 -0.84
O 1.0249 1.2711 0.4579 0.01 -0.09 0.17
C 3.0842 2.3795 0.9918 0.41 -0.69 0.37
F 3.9412 1.5628 1.6454 -0.05 0.19 0.09
F 3.3732 2.3268 -0.2858 -0.17 0.09 -0.14
F 3.2713 3.6226 1.4397 -0.01 0.11 0.03
H -1.9803 3.4177 2.4628 -0.02 -0.11 -0.14
H -0.8981 3.6220 1.0871 0.13 -0.33 -0.06
H -0.5469 4.3800 2.6378 0.18 -0.10 0.03
H -0.5772 1.3641 2.0929 -0.12 0.08 0.05
H -0.3701 1.9989 3.7056 0.15 0.39 0.13
C -1.0824 -4.0829 -1.4266 0.04 -0.33 -0.02
C -0.7596 -3.7618 0.0100 0.44 -0.19 -0.11
O -1.8057 -2.9491 0.5908 -0.14 0.14 0.42
C -1.5882 -1.6649 0.7684 -0.42 -0.84 -0.32
O -0.6699 -1.0151 0.3652 -0.05 0.21 0.47
C -2.7745 -1.0551 1.5663 0.54 0.96 -0.44
F -2.3026 -0.4283 2.6609 -0.01 -0.19 0.08
F -3.3467 -0.1207 0.7978 -0.16 -0.16 0.10
F -3.6895 -1.9290 1.9441 -0.10 -0.15 0.06
H -1.1684 -3.1651 -2.0056 -0.06 -0.05 -0.09
H -1.9813 -4.6974 -1.5011 -0.20 0.28 0.06
H -0.2917 -4.6995 -1.8564 0.21 0.23 0.07
H 0.1870 -3.2398 0.1173 -0.08 0.07 -0.07
H -0.7151 -4.6428 0.6492 -0.13 -0.05 -0.08
```
Positions in Å, forces in eV/Å.

(3)
Computed, not measured: C8H10DyN2Se as an isolated structure in a non-equilibrium geometry, with the ωB97M-V functional and the def2-TZVPD basis.

Summary:
F_max = 5.0 eV/Å
gap between HOMO and LUMO (alpha / beta) = 5.933 / 5.490 eV
highest occupied orbital energy (alpha / beta) = -3.18 / -2.70 eV
LUMO level (alpha / beta) = 2.754 / 2.794 eV
2S+1 = 6
net charge = -1

Geometry as XYZ:
```
22
Properties=species:S:1:pos:R:3:forces:R:3
C 1.0537 -0.4026 -1.9384 -1.19 1.19 -0.67
C 1.0198 1.0409 -1.8292 -1.10 -0.75 -0.48
C -0.3639 1.4712 -1.9398 0.42 -1.18 -0.51
C -1.1788 0.2800 -2.1372 1.48 0.24 -0.16
C -0.2967 -0.8683 -2.1389 0.38 1.61 -0.15
Dy -0.2776 0.2244 0.2297 0.71 -4.89 0.70
N 0.2295 -1.8227 0.9329 0.63 2.13 -0.67
C 1.3280 0.1259 2.1450 0.34 -1.22 1.31
C 1.4586 1.2988 1.4421 0.30 1.35 -0.21
H -0.7382 2.4808 -1.7398 0.16 -0.36 -0.35
H 1.8693 1.6803 -1.5917 -0.27 -0.17 -0.25
H -2.2684 0.2483 -2.1561 0.35 0.01 -0.13
H -0.6002 -1.9054 -2.2422 0.07 0.28 0.15
H 1.9435 -1.0246 -1.8850 -0.33 0.16 0.12
H 2.2828 1.4642 0.7352 -0.38 0.06 0.49
H 2.1079 -0.6393 2.1417 -0.32 0.45 0.10
H 0.3460 -2.7561 1.3629 -0.01 0.75 -0.19
H 0.7019 2.1126 1.5338 0.80 -0.27 0.26
H 0.5485 -0.0010 2.9147 0.56 0.11 -0.38
Se -4.2592 -1.4643 2.9181 -0.98 -0.63 0.87
C -2.8817 -0.9932 1.9698 2.21 1.79 -2.27
N -2.0247 -0.5502 1.2721 -3.85 -0.68 2.40
```
Positions in Å, forces in eV/Å.

(4)
Computed, not measured: C8H10EuN2S as an isolated structure in a non-equilibrium geometry, with the ωB97M-V functional and the def2-TZVPD basis.

Summary:
F_max = 3.6 eV/Å
gap between HOMO and LUMO (alpha / beta) = 6.503 / 6.856 eV
highest occupied orbital energy (alpha / beta) = -3.69 / -3.83 eV
LUMO level (alpha / beta) = 2.817 / 3.021 eV
2S+1 = 7
net charge = -1
energy relative to the best compared isomer or geometry (same formula, charge and spin) = 0.000 eV

Geometry as XYZ:
```
22
Properties=species:S:1:pos:R:3:forces:R:3
C -2.0502 -0.2686 -0.4992 -0.14 0.11 0.97
C -1.8856 0.7483 0.4951 -0.04 -0.73 -0.08
C -1.5958 0.1055 1.7423 0.06 -0.30 -0.49
C -1.6001 -1.3099 1.5156 0.19 0.45 -0.25
C -1.8799 -1.5394 0.1338 0.22 0.78 0.18
Eu 0.6928 -0.2017 0.2037 -2.74 -1.04 -0.11
N 0.5328 -0.4555 -2.0017 1.36 1.09 0.96
C 1.2781 0.9303 -1.7825 0.32 -0.20 -3.60
C 0.5573 1.9147 -0.9481 -0.28 -0.04 1.84
H -1.3995 0.6112 2.6910 -0.13 -0.24 -0.32
H -1.9450 1.8265 0.3258 0.01 -0.57 0.11
H -1.4193 -2.0748 2.2717 -0.04 0.24 -0.26
H -1.9651 -2.5105 -0.3581 0.10 0.35 0.21
H -2.2592 -0.0948 -1.5572 0.21 -0.12 0.52
H -0.3476 2.2810 -1.4304 0.10 0.06 0.20
H 2.3388 0.7686 -1.4535 -0.26 0.15 -0.17
H 0.6147 -0.7646 -2.9796 0.18 0.47 0.80
H 1.1678 2.6863 -0.4712 0.07 0.06 -0.41
H 1.3006 1.4055 -2.7755 0.69 -0.60 -0.02
S 1.8415 -1.2564 2.6551 -0.75 0.11 0.10
C 3.4323 -1.3556 2.2342 3.58 -0.29 -0.59
N 4.5906 -1.4461 1.9888 -2.70 0.26 0.41
```
Positions in Å, forces in eV/Å.

Question: Look up the 2S+1 of the first one.
Answer: 1